# C16H20Br2N3OSY

C16H20Br2N3OSY as an isolated structure at a distorted geometry (ωB97M-V/def2-TZVPD, the Open Molecules 2025 dataset).

- DFT total energy: -6445.3492 hartree
- Energy above the lowest of the compared OMol25 structures with the same formula, charge and spin: 6.6 kJ/mol
- Molecular weight: 551.14 g/mol

Structure (ORCA input):
```
! RIJCOSX wB97M-V def2-TZVPD def2/J DEFGRID3
* xyz 2 1
Y -0.326 -0.461 -0.357
C -0.343 -3.657 -0.510
C -0.639 -3.570 0.988
N -0.926 -2.168 1.412
C -0.235 -1.787 2.675
C 1.280 -1.671 2.542
S 1.821 -0.496 1.235
C 2.716 -1.569 0.037
C 1.997 -2.839 -0.418
N 0.620 -2.607 -0.936
H -1.269 -3.506 -1.072
H 0.027 -4.658 -0.743
H 0.199 -3.949 1.569
H -1.485 -4.222 1.204
H -1.920 -2.123 1.628
H -0.446 -2.511 3.467
H -0.641 -0.824 2.997
H 1.754 -2.626 2.327
H 1.687 -1.304 3.482
H 3.664 -1.837 0.501
H 2.915 -0.903 -0.804
H 1.947 -3.553 0.401
H 2.626 -3.290 -1.187
H 0.676 -2.641 -1.952
C -2.832 1.519 1.386
C -2.023 2.345 0.430
C -2.230 3.727 0.327
C -1.490 4.469 -0.555
C -0.520 3.846 -1.366
C 0.276 4.505 -2.335
Br 0.094 6.363 -2.604
C 1.180 3.803 -3.085
C 1.344 2.424 -2.902
Br 2.590 1.471 -3.939
C 0.609 1.726 -1.961
O 0.744 0.410 -1.756
C -0.346 2.455 -1.201
N -1.101 1.727 -0.303
H -3.886 1.786 1.325
H -2.515 1.699 2.415
H -2.737 0.453 1.156
H -2.981 4.196 0.948
H -1.650 5.536 -0.636
H 1.778 4.313 -3.827
*
```